DFT (wB97M-V/def2-TZVPD) results for C50H102HgO26S12 as an isolated structure.

```
191
Properties=species:S:1:pos:R:3:forces:R:3:lowdin_charge:R:1
O 1.957766 -19.036834 18.929675 0.91 0.55 -0.10 -0.44
C -2.873343 -15.112556 21.741224 1.48 0.61 0.64 -0.24
O 2.258984 -22.699676 24.766224 2.11 -0.72 -0.34 -0.36
C 7.874108 -16.013378 19.397401 2.06 -0.15 0.26 -0.24
O -1.172753 -16.725839 19.144207 -2.21 0.86 0.24 -0.41
H 0.262823 -26.845738 16.424020 -0.79 -0.45 0.10 0.12
H 4.739112 -16.895470 23.382617 1.05 0.60 -0.06 0.10
H -2.164479 -26.811737 17.615680 0.35 -0.14 -0.34 0.11
H 1.055089 -28.837688 22.560667 -0.05 -0.29 0.50 0.11
C -0.505835 -22.213292 12.717114 0.35 0.22 0.44 -0.20
H 5.703955 -24.205430 16.391354 0.14 0.20 -0.67 0.10
O 4.518770 -23.889605 24.241493 -0.96 0.49 0.49 -0.35
C -1.696582 -13.228025 15.950298 0.13 0.08 -0.16 -0.23
H 2.250559 -20.535774 20.321404 0.22 -0.21 0.34 0.05
C -0.147857 -23.140817 13.918899 0.12 0.35 -0.95 -0.20
H 6.069528 -17.740168 17.399815 0.02 0.05 -0.16 0.09
C -0.732913 -12.197515 15.322228 -0.44 -1.45 -0.39 -0.20
H 2.200176 -21.821583 12.171966 0.40 0.04 0.49 0.08
H -3.649662 -14.874183 22.468271 0.19 -0.46 0.24 0.13
S 1.588686 -17.004378 22.230946 1.72 2.72 -1.77 0.70
H 7.748279 -15.537556 20.369951 -0.60 0.39 -0.27 0.11
O 6.503461 -17.927150 20.807338 1.25 0.76 -1.57 -0.35
C 3.591154 -17.716626 13.863761 0.83 0.49 0.52 -0.20
H 4.920066 -15.508729 22.209529 -0.30 -0.12 0.01 0.11
H 1.758464 -24.890167 17.505518 0.05 -0.47 -0.01 0.12
H -1.758114 -19.654092 18.776369 0.36 0.11 -0.27 0.09
C -0.828384 -20.249041 22.269474 -0.64 -0.16 0.17 -0.17
H 4.294279 -23.035969 18.208692 0.04 0.49 0.30 0.10
H -2.903720 -21.914651 20.435100 0.06 -0.18 -0.01 0.06
O 7.981170 -18.625860 18.933512 1.16 -0.77 -0.54 -0.32
H -4.275754 -15.604874 20.456677 -0.41 -0.55 -0.77 0.10
C 2.232329 -27.400747 21.588967 0.04 -0.32 0.22 -0.22
H 5.472140 -15.085325 18.935182 -0.55 -0.37 0.10 0.10
O 2.011327 -17.317322 16.074253 1.11 -0.51 -2.20 -0.41
H 1.321051 -27.982066 24.847280 -0.25 0.27 0.06 0.12
C 0.133524 -14.346562 14.268992 -0.28 0.21 0.99 -0.17
C 1.967525 -28.317498 22.852154 0.42 0.56 -2.28 -0.19
H 3.610183 -14.584206 24.102026 -0.08 0.29 -0.31 0.11
H 8.064699 -22.100463 18.391300 0.32 0.14 -0.39 0.10
H 3.350844 -13.690966 20.017279 0.29 -0.27 0.33 0.04
H -3.426196 -13.264425 20.685444 -0.28 -0.37 -0.33 0.11
H 5.280301 -19.366580 23.947446 0.25 -0.18 -0.36 0.12
H 2.742010 -27.077971 24.427636 0.06 0.04 -0.13 0.12
C -3.551706 -18.660236 16.252373 -0.88 1.85 1.04 -0.21
C 1.914951 -15.349188 22.983139 -0.09 -0.65 -0.96 -0.21
H 4.816947 -17.588045 18.630484 0.04 0.15 0.29 0.09
H -2.059805 -21.096379 17.734908 0.27 -0.05 0.24 0.08
H -0.017197 -23.391849 11.029348 -0.25 0.04 -0.38 0.11
S 3.646198 -22.723018 24.248156 -0.42 2.44 -1.01 0.75
H 0.157003 -12.063468 15.937195 -0.06 0.34 -0.08 0.11
H 8.939524 -16.242534 19.375663 0.19 0.01 -0.10 0.10
H -0.604223 -19.436776 22.960896 0.26 -0.21 -0.05 0.08
C 2.524716 -13.815414 19.317179 -1.69 -1.36 -0.67 -0.32
H 0.221615 -23.751824 19.028208 -0.12 -0.78 0.23 0.08
H 4.759068 -20.297002 21.621490 -0.84 -0.24 -0.38 0.10
H -1.044830 -23.531222 22.065569 -0.25 -0.47 -0.90 0.10
H -0.030436 -22.904377 17.602229 0.02 -0.09 -0.65 0.09
H -0.309511 -21.194645 13.051653 -0.20 0.16 0.05 0.10
C 0.361231 -22.474209 11.479716 -0.60 -1.70 -0.32 -0.25
O 8.328690 -23.260209 15.930502 -1.58 1.21 -0.31 -0.37
H 1.290043 -20.926660 18.892732 -0.62 -0.70 0.24 0.04
O 2.187001 -15.161629 19.016175 0.95 0.17 0.18 -0.46
C 6.003187 -21.458077 18.331567 -0.29 -0.95 -0.40 -0.21
H 2.642062 -21.499042 22.421419 -0.14 -0.14 0.35 0.07
C 7.444051 -21.451271 17.773687 -1.58 -0.56 -1.26 -0.18
H 4.149347 -17.153260 14.611518 0.19 0.28 -0.12 0.09
H 4.641595 -19.790597 15.627896 0.11 0.47 -0.02 0.10
O -0.392988 -18.221766 16.946219 -0.87 -1.08 -1.44 -0.41
O 1.289122 -25.153144 13.120957 0.77 1.87 0.63 -0.36
H 7.587686 -14.214096 18.152475 0.10 -0.21 -0.13 0.12
C -2.531659 -13.794039 21.013184 0.77 0.13 -1.00 -0.18
H 6.039258 -21.146287 19.375401 -0.25 -0.13 0.03 0.10
H -0.589440 -14.373812 20.216074 0.05 -0.55 -0.15 0.08
H 0.739190 -21.907181 22.427742 0.01 0.71 -0.47 0.08
H 5.616125 -21.518738 25.082694 0.11 -0.31 -0.48 0.10
H 1.434151 -25.234327 23.973474 -0.42 0.02 0.40 0.08
H -2.578147 -13.176858 15.311288 0.02 -0.88 -0.27 0.10
O 1.851909 -24.823208 21.422082 -1.88 -1.23 0.56 -0.36
H 2.784052 -29.025121 22.995889 -0.17 -0.03 0.00 0.11
H 3.235673 -27.024899 21.388633 0.13 0.29 0.98 0.10
C 5.634510 -23.127623 16.538323 0.32 -0.05 0.61 -0.21
C 0.715398 -25.005317 17.210801 0.17 1.94 0.34 -0.19
O 6.944738 -21.299710 14.993701 0.38 -1.28 1.38 -0.37
H 2.005717 -27.788430 20.595765 -0.62 -0.56 0.25 0.09
H 3.511606 -16.872433 20.806557 -0.23 0.14 -0.18 0.07
H 5.890301 -23.649738 18.651099 0.04 -0.03 -0.01 0.11
C 2.164659 -20.380410 19.245956 -1.60 1.19 -0.78 -0.29
C -0.372225 -12.863929 13.933651 0.73 -1.08 1.32 -0.17
C 1.776118 -27.404753 24.042469 -0.01 0.16 0.37 -0.21
H 0.677651 -24.732852 16.156073 -0.02 -0.06 0.06 0.08
C 3.595722 -22.012344 22.544589 -0.84 -0.05 -0.33 -0.22
C 5.365379 -22.899994 18.059124 1.46 1.35 -0.91 -0.17
H -0.552509 -20.001943 21.244324 0.01 0.47 -0.02 0.10
H 3.091607 -16.109214 24.602972 0.00 -0.42 -0.13 0.11
H 2.735039 -13.140561 18.487464 0.46 -0.22 -0.83 0.04
H 5.411397 -20.740595 17.763158 -0.13 0.22 0.15 0.09
O -0.309500 -20.449712 15.714120 0.03 0.62 1.12 -0.34
C -1.570448 -14.166769 19.788465 -1.03 -0.30 1.67 -0.16
O -3.239719 -19.491110 21.131474 0.51 -0.15 0.80 -0.38
H 3.571692 -19.693829 23.747490 -0.15 0.19 0.02 0.11
C -3.559937 -19.593804 17.533434 -0.20 0.14 -1.56 -0.17
C 4.236829 -16.167643 22.745363 -1.12 -2.37 0.85 -0.18
H 2.956078 -20.908950 18.714545 0.89 0.25 -0.05 0.04
C 1.778216 -22.787418 11.894075 0.18 1.29 1.90 -0.18
H 0.181869 -21.651963 10.786994 0.58 -0.06 -0.10 0.12
H 1.923640 -20.403679 14.432995 -0.03 0.06 -0.12 0.08
S 2.088435 -18.103684 14.826440 -0.72 -1.13 0.18 0.74
H -3.510353 -17.138505 20.884696 0.59 0.04 0.32 0.09
H 4.344742 -20.942619 14.424268 -0.52 -0.27 0.17 0.09
H 0.628578 -26.992700 18.125226 0.29 0.11 -0.06 0.10
C 4.012606 -19.958067 14.753578 1.23 -0.46 0.08 -0.23
S -2.705321 -20.369266 22.177914 0.13 -1.85 0.03 0.74
C -0.322323 -21.681576 22.529748 -0.79 0.44 0.01 -0.20
C -1.117671 -22.568234 21.560136 -1.55 -0.12 0.91 -0.19
H -4.565867 -18.526398 15.875985 0.03 -0.86 -0.65 0.12
O 1.296748 -17.929731 23.263704 -0.64 -1.51 1.49 -0.32
C 4.684247 -20.968616 22.476735 1.43 0.06 -0.47 -0.24
H -1.997946 -18.300590 14.577352 -0.50 0.76 0.42 0.09
H -0.111546 -26.229225 23.797331 0.15 0.15 0.36 0.11
O -1.865637 -15.860574 15.369591 1.72 1.44 0.82 -0.34
C 5.903396 -15.648430 18.107508 -0.02 -0.01 0.49 -0.20
C 4.558153 -20.157485 23.744784 -0.60 -0.63 0.71 -0.23
H 2.148114 -14.722688 22.122190 -0.67 0.24 -0.22 0.09
H 5.442056 -15.257067 17.200808 -0.24 -0.46 -0.02 0.11
C 3.230181 -15.521466 23.695526 -0.13 0.69 1.08 -0.25
O -2.608317 -24.078177 19.003134 1.16 -0.47 -2.08 -0.34
O 0.071972 -15.133555 16.890426 -1.19 0.73 -0.86 -0.38
H -1.378663 -13.447733 18.992029 -0.65 -0.12 -0.03 0.08
H 0.405416 -12.304230 13.413926 -0.13 -0.07 -0.06 0.10
C 0.964356 -26.158721 23.637463 0.20 0.05 -0.63 -0.19
O -3.139784 -15.603247 18.047759 0.02 0.12 0.43 -0.32
H 4.060294 -19.498492 12.643571 -0.35 0.20 -0.10 0.11
H 2.162195 -20.134598 16.120165 0.69 0.08 0.23 0.09
H -4.162579 -20.476107 17.317888 0.25 -0.26 -0.40 0.11
H -3.424442 -22.723336 21.885691 0.38 0.03 0.40 0.10
H 1.172419 -14.517176 14.551274 0.25 1.19 0.66 0.09
H 3.771594 -18.196176 21.857510 -0.29 0.05 0.47 0.07
H -2.092785 -13.067565 21.697095 0.49 -0.22 -0.03 0.11
H -3.404936 -17.611295 16.509826 0.51 0.04 0.72 0.08
H -0.728579 -24.061166 13.980707 -0.06 0.16 -0.04 0.10
H -1.347466 -11.307172 15.189094 0.60 0.32 -0.03 0.11
S -1.769756 -24.490311 17.849279 -0.43 -0.17 0.31 0.72
H -0.174765 -22.607295 14.869024 0.16 -0.04 -0.14 0.07
H -2.714588 -19.852716 14.660279 0.46 -0.56 0.38 0.11
C -1.300872 -26.241543 17.957966 -0.95 0.86 0.89 -0.21
O 2.492910 -23.416184 14.522881 0.31 0.18 0.13 -0.34
H -1.285926 -12.905166 13.340724 0.16 -0.07 -0.15 0.11
O 0.919430 -18.082296 13.950353 0.69 0.36 0.43 -0.34
H 3.346525 -17.062124 13.027171 -0.15 -0.17 0.06 0.10
C 4.380704 -19.006389 13.561872 -1.50 -0.66 0.91 -0.17
H -0.770624 -22.572488 20.526871 0.43 -0.13 0.34 0.08
H -2.145872 -13.060276 16.929126 0.77 -0.06 0.30 0.09
S -1.060254 -19.405516 16.412649 -1.27 -0.64 0.12 0.77
S 7.225866 -22.287526 16.056973 0.73 -0.05 1.48 0.75
H -1.223603 -26.352563 19.039548 -0.16 -0.25 0.10 0.07
H 0.142624 -15.165356 13.549544 -1.36 0.24 -0.44 0.09
C -2.630853 -22.099737 21.474040 0.71 1.05 -0.19 -0.18
H 5.640856 -21.487629 22.416544 0.32 -0.04 0.37 0.12
S -0.856585 -14.861155 15.791292 -1.19 -0.93 -2.02 0.75
S -2.305963 -15.771690 19.217543 2.29 -0.32 0.49 0.75
H 4.250087 -20.842581 25.818445 -0.63 -0.17 -0.13 0.10
H -1.531345 -22.279622 12.353757 -0.13 -0.05 0.58 0.12
H 1.645340 -13.314524 19.722041 -0.30 0.28 0.74 0.04
S 1.093008 -26.033284 21.836286 1.98 0.38 -0.94 0.70
S 7.130144 -17.636471 19.494935 -3.83 0.75 1.29 0.68
H -0.488285 -22.031489 23.548623 -0.47 0.30 0.16 0.12
C -2.117337 -20.010557 17.810972 0.11 -0.59 -0.33 -0.18
H -1.973668 -15.553553 22.170420 0.10 0.48 0.70 0.12
H -4.118910 -19.208003 18.385965 0.61 0.70 0.04 0.11
Hg 1.076074 -17.042350 18.224092 1.27 0.51 1.93 1.19
H 7.742299 -15.782650 17.210254 1.01 0.32 0.14 0.12
H 5.464920 -18.953823 13.462893 -0.09 0.61 0.32 0.12
H 1.028776 -15.039906 23.537339 0.21 0.08 0.05 0.11
C 4.600372 -21.199197 24.849818 0.02 -0.68 1.24 -0.20
S 1.516744 -23.741984 13.518861 -0.97 -1.77 -2.08 0.71
O -2.189378 -24.262424 16.457929 0.08 0.25 1.38 -0.34
C 2.557750 -19.868637 15.139909 -0.89 0.80 -0.85 -0.19
C -0.069682 -23.921678 17.991673 -0.25 0.28 -0.01 -0.21
C 0.094276 -26.383136 17.396485 0.74 -0.45 -0.26 -0.19
C -3.330416 -16.074994 20.727647 -1.48 0.47 -2.25 -0.20
O -3.379258 -20.399349 23.484932 1.10 0.37 -1.31 -0.35
C 3.435305 -17.159344 21.855349 -0.74 0.57 -1.85 -0.18
H 2.535971 -23.241242 11.255375 -0.63 -0.55 -0.05 0.11
O -0.178645 -26.429414 21.244032 0.48 0.75 0.19 -0.33
C -2.448944 -18.998389 15.282891 0.42 -0.74 0.29 -0.20
O 0.657490 -16.866586 21.105184 1.24 -0.38 1.33 -0.37
C 5.789677 -17.213237 18.312028 0.50 1.05 -0.33 -0.17
H 4.863190 -22.653640 15.931282 0.01 -0.24 -0.06 0.07
H 3.591459 -22.813169 21.805160 0.36 -0.08 0.15 0.10
H 7.797315 -20.428568 17.641879 0.28 -0.38 0.00 0.06
C 7.407442 -15.288672 18.122367 -1.45 -1.50 0.66 -0.19
```
Forces are in eV/Å.

Values from the calculation:
Highest occupied orbital energy = -7.343 eV
Net charge = 0
Max |F| = 0.080 hartree/bohr
Lowest unoccupied orbital energy = 0.0058 hartree
Orbital gap = 0.27566 hartree